Record 1
Here is a molecular structure, C25H33Br2KN7SSe2 from the OMol25 dataset. Energies are from ωB97M-V/def2-TZVPD.

ΔE to the lowest compared entry with this formula, charge and spin ... 0.2392 eV
Lowest unoccupied orbital energy ... 0.084 Eh
F_max ... 0.81 eV Å⁻¹
Total charge ... -1
Spin multiplicity ... 1

CARTESIAN COORDINATES (ANGSTROEM)
K1 0.59 0.03 -0.25
C1 2.52 -1.25 3.36
C2 1.23 -1.15 2.59
N1 1.03 -1.72 1.45
N2 2.03 -2.46 0.92
C3 1.73 -3.03 -0.25
N3 2.68 -3.91 -0.67
S1 0.38 -2.81 -1.28
C4 0.10 -0.38 3.15
C5 0.18 0.17 4.43
C6 -0.90 0.86 4.95
C7 -2.04 0.98 4.19
C8 -2.03 0.42 2.92
N4 -1.00 -0.23 2.40
H1 3.22 -1.87 2.81
H2 2.35 -1.70 4.35
H3 2.95 -0.26 3.52
H4 3.56 -3.90 -0.18
H5 2.67 -4.16 -1.64
H6 1.09 0.06 5.02
H7 -0.84 1.30 5.94
H8 -2.92 1.51 4.55
H9 -2.90 0.50 2.27
Br1 -3.77 -2.39 -1.53
C9 -2.52 -0.92 -1.53
Br2 -3.23 0.65 -0.66
H10 -2.30 -0.66 -2.56
H11 -1.63 -1.25 -1.00
C10 -1.83 6.82 1.59
C11 -3.04 5.90 1.69
C12 -2.71 4.45 2.03
C13 -2.28 3.58 0.85
N5 -1.11 4.06 0.14
C14 0.17 3.91 0.57
Se1 0.68 3.05 2.11
N6 0.98 4.48 -0.36
C15 2.43 4.57 -0.31
C16 2.90 5.99 -0.02
C17 2.57 6.48 1.39
C18 3.43 5.83 2.47
C19 0.21 4.98 -1.40
C20 0.56 5.59 -2.59
C21 -0.47 5.95 -3.44
C22 -1.81 5.71 -3.11
C23 -2.16 5.09 -1.92
C24 -1.12 4.72 -1.08
H12 -2.13 7.86 1.47
H13 -1.19 6.57 0.74
H14 -1.22 6.75 2.49
H15 -3.62 5.95 0.76
H16 -3.70 6.29 2.48
H17 -3.58 3.96 2.46
H18 -1.92 4.41 2.78
H19 -3.08 3.51 0.11
H20 -2.05 2.57 1.20
H21 2.81 4.22 -1.27
H22 2.76 3.87 0.46
H23 2.46 6.66 -0.76
H24 3.98 6.02 -0.17
H25 1.51 6.29 1.61
H26 2.70 7.57 1.42
H27 3.22 4.77 2.55
H28 3.24 6.28 3.44
H29 4.49 5.96 2.24
H30 1.60 5.73 -2.87
H31 -0.23 6.41 -4.40
H32 -2.58 5.99 -3.81
H33 -3.19 4.88 -1.69
Se2 -0.32 1.78 -2.71
C25 1.37 2.35 -3.08
N7 2.44 2.76 -3.27

Here are the Mulliken charges for atoms 1 to 8, given in e:
1. K 0.649
2. C -1.398
3. C 1.012
4. N -0.021
5. N -1.034
6. C 0.350
7. N -0.448
8. S -0.495

Record 2
Here is a molecular structure, C25H33CaN9S3Te in a non-equilibrium geometry from the OMol25 dataset. Energies are from ωB97M-V/def2-TZVPD.

ΔE to the lowest compared entry with this formula, charge and spin ... 0.0000 eV
Lowest unoccupied orbital energy ... -0.016 Eh
F_max ... 2.41 eV Å⁻¹
Total charge ... 0
Spin multiplicity ... 1

CARTESIAN COORDINATES (ANGSTROEM)
Ca1 1.07 1.33 0.80
C1 -4.02 3.71 0.54
S1 -2.59 4.56 1.10
C2 -1.17 3.75 0.43
S2 -1.34 2.30 -0.47
N1 -0.07 4.38 0.61
N2 1.05 3.76 0.12
C3 1.76 4.29 -0.78
C4 2.80 3.43 -1.33
C5 3.58 3.83 -2.40
C6 4.28 2.90 -3.12
C7 4.33 1.56 -2.73
C8 3.68 1.28 -1.52
N3 2.90 2.18 -0.87
H1 -4.83 3.79 1.29
H2 -3.79 2.64 0.40
H3 -4.39 3.99 -0.43
H4 1.47 5.25 -1.32
H5 3.50 4.86 -2.76
H6 4.86 3.22 -3.96
H7 4.86 0.87 -3.37
H8 3.74 0.28 -1.08
S3 3.04 -0.69 1.40
C9 1.97 -1.97 0.79
N4 1.91 -3.20 1.25
N5 2.58 -3.41 2.35
C10 2.34 -4.58 3.08
C11 1.70 -5.73 2.50
C12 1.61 -6.87 3.25
C13 1.95 -6.85 4.59
C14 2.53 -5.74 5.14
C15 2.79 -4.57 4.40
N6 1.17 -1.85 -0.41
N7 0.91 -0.69 -0.77
C16 0.27 -0.60 -2.05
C17 0.29 0.65 -2.67
C18 -0.40 0.82 -3.87
C19 -1.03 -0.27 -4.45
C20 -0.95 -1.53 -3.92
C21 -0.30 -1.69 -2.68
H9 3.13 -2.67 2.75
H10 1.24 -5.71 1.50
H11 1.22 -7.73 2.74
H12 1.81 -7.77 5.14
H13 2.77 -5.68 6.19
H14 3.33 -3.76 4.84
H15 0.79 1.51 -2.24
H16 -0.41 1.79 -4.33
H17 -1.42 -0.19 -5.45
H18 -1.29 -2.43 -4.42
H19 -0.28 -2.63 -2.10
N8 0.17 2.13 2.94
C22 -0.48 1.07 3.68
C23 -1.46 0.38 2.82
N9 -0.66 -0.24 1.77
H20 0.87 2.61 3.50
H21 -0.50 2.88 2.74
H22 -0.95 1.37 4.65
H23 0.22 0.34 4.02
H24 -2.21 0.98 2.38
H25 -2.00 -0.28 3.48
H26 -1.22 -0.31 0.92
H27 -0.24 -1.13 2.00
C24 -5.70 0.93 -4.37
Te1 -4.06 1.67 -3.22
C25 -4.64 0.49 -1.58
H28 -6.00 0.00 -3.86
H29 -5.37 0.71 -5.37
H30 -6.53 1.58 -4.37
H31 -3.80 0.36 -0.89
H32 -4.94 -0.51 -1.95
H33 -5.49 0.89 -1.02

Here are the Mulliken charges for atoms 1 to 8, given in e:
1. Ca 1.335
2. C -0.440
3. S -0.115
4. C -0.019
5. S -0.168
6. N -1.229
7. N 0.392
8. C -0.653

no.,highest occupied orbital energy (eV)
1,-4.719
2,-6.946